[1]
The following is a DFT calculation (the ωB97M-V functional and the def2-TZVPD basis) of a 2-piece molecular cluster, C5H12S3 overall.

```
20
Properties=species:S:1:pos:R:3:forces:R:3
C -0.66590 -0.12509 2.14935 1.86 -0.74 0.21
C 1.18131 0.88332 -1.07203 0.38 -0.71 -2.58
C -0.03587 -2.13553 -1.32599 -1.03 -1.19 -2.86
C 0.50532 0.27541 1.31305 -0.19 1.80 1.44
C 0.15571 0.46017 -0.05943 0.30 2.21 -1.70
S -1.28007 -1.82495 -2.47223 -1.34 -0.60 0.15
S 1.26033 1.88934 2.24121 -1.09 -0.13 -2.00
S -1.50115 0.94662 -0.37220 -0.16 0.06 0.44
H -0.24279 -0.46188 3.09106 -0.45 -0.34 0.19
H -1.04646 -0.91758 1.52407 -1.34 -0.37 0.64
H -1.19793 0.76543 2.33792 -1.55 0.46 0.08
H 1.09237 1.87428 -1.55593 -1.11 -0.23 0.28
H 1.12709 0.12905 -1.97511 0.47 1.44 1.61
H 2.21647 1.05688 -0.76043 -0.07 -1.12 0.65
H 0.80969 -2.38770 -1.94632 0.66 0.08 0.72
H -0.08433 -1.53599 -0.49453 0.46 0.72 2.23
H 1.23535 -0.46153 1.40064 1.82 -0.97 0.13
H -2.46116 -1.98980 -1.74376 1.16 0.29 -0.39
H 0.46748 2.71094 1.42117 0.87 -0.68 0.99
H -1.53545 0.84861 -1.70051 0.36 0.03 -0.23
```
Positions in Å, forces in eV/Å.

Properties
ΔE to the lowest compared entry with this formula, charge and spin = 4.725 eV
frontier orbital gap (alpha / beta) = 0.279 / 0.261 Eh
charge = 0
largest force on an atom = 3.27 eV/Å

natural (NBO) population analysis, charges in e, atoms 1 to 5:
1. C -0.63
2. C -0.71
3. C -0.55
4. C -0.29
5. C -0.13

=====

[2]
The following is a DFT calculation (the ωB97M-V functional and the def2-TZVPD basis) of a single C5H4N2S molecule.

```
12
Properties=species:S:1:pos:R:3:forces:R:3
N 2.25070 -1.99759 -1.21267 -1.54 5.24 4.42
C 1.92308 -1.12054 -0.43126 1.59 -5.64 -3.20
C 1.14956 -0.20876 0.43897 2.52 2.60 0.28
C 0.64640 0.83322 -0.58769 0.64 4.93 1.92
C -0.81079 0.47770 -0.56668 -1.23 -0.10 -0.79
C -1.80353 1.45856 -0.00386 -0.97 1.46 1.72
N -2.46709 2.17609 0.66677 2.13 -2.39 -2.59
S -0.49476 -0.82836 0.82449 -0.59 0.62 -1.29
H 1.74099 0.41574 1.25761 -1.04 -2.19 -1.33
H 1.02824 0.63749 -1.52477 0.88 -0.46 -1.91
H 0.90694 2.09781 -0.50130 -0.72 -3.79 0.50
H -0.87373 0.21218 -1.69878 -1.68 -0.27 2.27
```
Positions in Å, forces in eV/Å.

Properties
SMILES = N#C[C@H]1C[C@H](C#N)S1
ΔE to the lowest compared entry with this formula, charge and spin = 3.198 eV
frontier orbital gap = 0.365 Eh
charge = 0
largest force on an atom = 7.03 eV/Å

natural (NBO) population analysis, charges in e, atoms 1 to 5:
1. N -0.29
2. C 0.25
3. C -0.49
4. C -0.36
5. C -0.41

=====

[3]
The following is a DFT calculation (the ωB97M-V functional and the def2-TZVPD basis) of a 15-piece molecular cluster, C26H72BO22 overall.

```
121
Properties=species:S:1:pos:R:3:forces:R:3
O 0.88217 3.61030 0.76158 -0.64 -2.84 -0.41
C 0.50916 2.44316 0.77212 0.73 2.65 0.86
O 0.73391 1.55682 -0.16141 -0.35 -1.98 -0.47
B 0.21020 0.21477 0.28400 0.03 2.07 1.50
O -0.44996 0.47178 1.60255 0.54 -0.58 -1.25
C -0.28898 1.73871 1.91262 -0.79 1.94 0.94
O -0.75410 2.32552 2.87276 0.85 -1.36 -1.10
O 1.29556 -0.78071 0.41169 -1.50 -1.75 -2.88
C 1.11718 -1.69657 -0.58213 5.31 -1.89 1.51
O 1.92245 -2.59143 -0.87797 -3.70 3.31 0.70
C -0.24687 -1.37835 -1.30839 -2.97 -1.09 -2.05
O -0.76906 -0.34108 -0.72921 1.02 -1.22 -0.78
O -0.71585 -2.11572 -2.21178 1.64 2.47 2.85
C 0.13144 -0.03502 5.67390 -1.00 0.13 -0.24
O 1.31950 0.69984 5.73827 0.72 0.60 0.17
H -0.38892 -0.04117 6.63165 0.24 -0.56 0.23
H -0.57423 0.46359 5.00942 -0.07 -0.18 -0.46
H 0.39338 -1.02087 5.28972 -0.28 -0.06 0.29
H 1.10365 1.60601 5.97035 0.17 0.10 0.01
C -1.43293 -2.55078 -5.70527 -1.18 -1.07 0.65
O -2.41214 -3.03013 -6.61416 -0.10 0.45 -1.19
H -0.75769 -1.82414 -6.15710 -0.17 -0.27 -0.15
H -1.97584 -2.11599 -4.86605 0.38 0.45 0.29
H -0.95119 -3.45866 -5.34228 0.83 0.37 0.25
H -3.19461 -3.35500 -6.16271 0.24 0.06 0.18
C 0.84680 4.55579 -2.86423 0.08 1.12 0.12
C 0.29411 5.73764 -3.67088 -0.19 -0.24 -0.07
O -0.08011 5.26123 -4.92936 -0.54 -0.72 -1.27
H 1.81784 4.28407 -3.27818 0.07 0.01 0.22
H 0.23208 3.65579 -2.84890 -0.37 0.22 -0.32
H 0.92805 4.89557 -1.83174 0.40 -0.21 0.10
H 1.01054 6.52975 -3.88855 0.56 0.01 0.85
H -0.58356 6.22119 -3.24195 -0.01 -0.12 0.69
H -0.50281 5.98897 -5.39122 -0.03 -0.09 -0.24
C 2.46841 -0.00437 -3.86020 -1.39 -0.73 -0.58
C 2.74647 1.40475 -3.53369 0.00 1.33 -0.07
O 4.14595 1.58621 -3.64620 0.27 0.47 0.83
H 2.85828 -0.21874 -4.85527 -0.01 -0.20 0.08
H 1.38418 -0.11211 -3.89078 -0.33 -0.22 -0.29
H 2.81084 -0.76920 -3.16315 0.47 0.32 0.17
H 2.24369 1.77986 -2.64228 0.75 -0.53 1.11
H 2.27282 2.15183 -4.17060 -0.11 -0.54 -1.13
H 4.45931 1.95554 -2.81733 0.27 0.06 -0.05
C -3.50710 -1.06403 1.41963 0.66 0.02 0.15
C -2.42499 -1.87289 2.12112 -0.57 0.03 0.54
O -3.05660 -2.88013 2.91754 0.31 -0.30 -0.31
H -4.02811 -0.48705 2.18364 -0.47 -0.17 -0.18
H -4.10928 -1.79640 0.88195 -0.43 0.30 0.18
H -3.12479 -0.33856 0.70154 0.21 -0.01 -0.06
H -1.79992 -1.27692 2.78610 0.16 0.21 -0.31
H -1.80136 -2.39152 1.39296 0.15 -0.16 0.06
H -3.41842 -2.46485 3.70382 -0.04 0.09 0.04
C -2.94526 2.39349 -1.07108 1.21 0.23 0.02
C -3.24779 3.50074 -2.09315 0.54 -1.60 1.26
O -4.27554 4.26194 -1.54279 -0.49 1.16 -0.38
H -2.02010 1.88724 -1.34653 -0.23 -0.68 -0.42
H -3.77176 1.71660 -0.85470 0.03 -0.16 -0.31
H -2.63247 2.82976 -0.12244 -0.41 0.45 0.18
H -3.47881 3.05284 -3.05964 -0.21 0.14 -0.22
H -2.32488 4.07202 -2.19309 -0.33 0.48 -0.09
H -5.01378 3.68049 -1.34658 -0.08 -0.01 -0.03
C 3.13378 0.68895 2.95437 1.00 -1.46 -0.89
C 3.87947 -0.55807 3.54489 0.42 1.11 -0.94
O 3.33878 -0.79846 4.74685 -1.69 -1.36 3.57
H 3.15601 0.52647 1.87678 0.23 0.86 -0.25
H 3.57440 1.62061 3.30930 0.07 -0.06 -0.35
H 2.07577 0.69216 3.21646 0.01 -0.30 0.31
H 4.93136 -0.43523 3.80284 0.47 0.66 -1.09
H 3.82103 -1.50776 3.01312 -0.15 0.26 -1.05
H 2.67205 -0.14183 4.96107 -0.26 0.28 0.51
C 1.10068 -3.18427 2.89979 0.33 1.12 -1.58
C 1.95677 -3.94777 3.82156 -0.09 -0.96 1.20
O 2.11579 -3.28886 5.05831 -0.65 -0.74 0.07
H 0.98774 -3.73036 1.96324 -0.31 -0.35 -0.04
H 1.73226 -2.34798 2.60011 -0.56 0.80 0.02
H 0.12743 -2.90133 3.30084 0.15 0.04 0.02
H 2.94819 -4.10134 3.39542 0.01 -0.38 -0.32
H 1.42427 -4.88434 3.98706 0.56 -0.32 0.44
H 2.46697 -2.41564 4.86921 0.59 0.77 0.19
C 1.91567 7.44623 0.41411 -0.14 -0.44 0.11
C 2.94852 6.69883 1.29898 -1.05 0.78 -0.34
O 3.14126 7.49568 2.45620 0.41 0.25 0.19
H 0.96767 7.64694 0.91322 0.22 0.01 0.53
H 1.58794 6.91869 -0.48166 0.49 -0.39 -0.10
H 2.31531 8.40237 0.07620 0.17 -0.01 0.16
H 3.87920 6.59911 0.74044 0.14 -0.19 -0.06
H 2.62782 5.73677 1.69860 -0.31 -0.33 -0.80
H 3.56559 6.90386 3.08174 0.06 0.30 0.32
C -0.67232 -5.34945 -1.50964 0.11 -0.18 -0.11
C -1.39403 -4.84626 -0.29904 -0.26 1.87 -0.20
O -2.45708 -5.63729 0.17523 0.28 -0.11 -0.13
H 0.26705 -4.80002 -1.57150 0.34 -0.29 -0.06
H -1.19005 -5.12766 -2.44284 -0.26 -0.34 0.03
H -0.52667 -6.42065 -1.37033 0.35 0.01 -0.37
H -1.87075 -3.90009 -0.55522 0.13 0.55 -0.25
H -0.67134 -4.51134 0.44502 -0.06 -0.85 0.71
H -3.17428 -5.23279 -0.31835 -0.65 -0.64 0.39
C -4.41200 -1.37816 -2.09944 0.28 -0.67 2.04
C -4.95237 -0.63374 -3.26589 0.97 -0.34 0.29
O -5.91657 -1.39570 -3.95989 -0.20 0.77 -0.16
H -5.10259 -1.34538 -1.25677 -0.08 0.21 0.11
H -3.47833 -0.92498 -1.76629 0.08 0.18 0.15
H -4.21171 -2.44792 -2.15930 0.06 -0.12 -0.89
H -4.06402 -0.34527 -3.82779 -0.26 0.04 -0.94
H -5.31827 0.29641 -2.83111 -0.79 -0.02 -0.62
H -5.45057 -2.08828 -4.43400 -0.02 -0.03 -0.03
C 3.75757 -7.02641 0.16751 -0.34 0.57 -0.72
C 2.87366 -5.86652 -0.26152 -0.74 -0.96 0.83
O 3.56842 -4.67643 -0.09901 0.46 0.79 -0.05
H 4.31910 -6.72017 1.05011 0.10 -0.17 -0.12
H 4.39311 -7.18344 -0.70399 0.47 -0.49 0.43
H 3.15604 -7.90856 0.38680 0.15 -0.04 -0.11
H 1.99296 -5.83422 0.37991 -0.40 -0.12 0.19
H 2.50255 -5.98913 -1.27903 0.09 -0.11 -0.29
H 2.90565 -3.99199 -0.21690 0.45 0.29 -0.02
O -0.23925 5.10747 2.64873 -0.26 0.90 0.51
H -0.28140 4.24663 3.06516 -0.04 -0.19 -0.06
H 0.31395 4.97484 1.87892 0.02 -0.12 -0.05
O -3.58436 2.21221 3.69580 -0.33 -0.29 0.16
H -3.91479 2.73952 2.96848 -0.10 0.20 -0.13
H -2.63723 2.34994 3.68119 0.38 0.03 -0.05
```
Positions in Å, forces in eV/Å.

Properties
spin multiplicity = 2
⟨S²⟩ = 0.759
frontier orbital gap (alpha / beta) = 0.249 / 0.082 Eh
charge = 0
largest force on an atom = 5.84 eV/Å

Löwdin population analysis, charges in e, atoms 1 to 5:
1. O 0.13
2. C -0.34
3. O 0.22
4. B -0.80
5. O 0.22

=====

[4]
The following is a DFT calculation (the ωB97M-V functional and the def2-TZVPD basis) of C10H30BeNO13 as an isolated structure.

```
55
Properties=species:S:1:pos:R:3:forces:R:3
Be -6.60508 -1.62964 20.24036 -0.47 -0.23 -1.13
N -8.22211 -2.75246 17.18462 -3.02 -2.96 -0.75
O -7.53592 -3.16107 16.26620 1.59 0.32 -1.00
O -7.83274 -2.04313 18.07717 1.78 2.55 2.92
O -9.40275 -3.15008 17.22882 0.05 0.39 -0.19
C -9.68355 -3.03801 11.58581 -0.70 -0.28 1.93
C -9.42795 -2.74736 13.11222 0.63 0.57 -0.59
O -9.94705 -3.67390 14.06933 0.40 -0.86 -1.03
O -11.07770 -2.96540 11.42014 -0.40 0.40 -0.76
H -9.37002 -3.99681 11.17289 0.58 -0.29 0.60
H -9.13834 -2.29790 11.00008 -0.43 0.36 0.09
H -9.90724 -1.81519 13.41126 -0.16 0.43 -0.83
H -8.36268 -2.55089 13.23345 0.39 -0.41 0.28
H -9.60650 -3.39126 14.92124 -0.05 -0.11 0.31
H -11.44068 -3.79947 11.72701 -0.17 -0.01 -0.01
C -11.54294 0.51461 17.72230 1.99 1.81 -1.77
C -10.15552 0.75044 16.94777 -0.32 -0.57 1.15
O -9.26539 1.66994 17.58448 -0.79 -0.53 -0.31
O -12.18177 1.81901 17.70610 0.26 -1.72 0.41
H -11.36301 0.16509 18.73894 -0.04 -0.01 -0.04
H -12.04495 -0.22800 17.10212 -0.45 -0.07 0.24
H -10.33073 1.06996 15.92049 -0.37 0.02 0.00
H -9.62922 -0.20364 16.91889 -0.02 -0.12 0.00
H -9.65906 2.51977 17.37375 0.15 0.48 0.31
H -12.79275 1.74048 18.44240 -0.40 0.59 0.04
C -4.89141 -3.72999 14.59852 -0.71 0.10 -1.12
C -4.24236 -2.48097 15.34926 -0.76 -1.71 0.28
O -5.20930 -1.61071 15.77938 -0.31 1.64 -0.37
O -5.47421 -4.81497 15.33907 1.71 1.18 -0.22
H -4.20802 -3.97095 13.78427 0.50 -1.13 0.67
H -5.74450 -3.40537 14.00273 -0.05 1.07 0.06
H -3.55691 -2.01365 14.64225 -0.15 0.21 0.22
H -3.74817 -2.84461 16.25018 0.68 -0.49 -0.20
H -5.93454 -2.05179 16.22780 -0.20 -0.39 0.15
H -6.22825 -4.34509 15.70271 -0.64 -0.52 0.45
C -13.78646 -2.78204 19.97145 0.03 -0.42 1.18
C -12.26454 -2.77546 19.71491 -0.69 0.31 -1.40
O -12.04706 -3.02556 18.34085 -0.78 -0.23 -0.81
O -14.50967 -1.65469 19.52413 0.51 0.31 -0.45
H -13.92516 -2.78975 21.05256 0.30 -0.03 0.33
H -14.26604 -3.71107 19.66321 0.32 -0.09 -0.48
H -11.73275 -3.54289 20.27736 -0.20 0.15 0.56
H -11.88395 -1.76745 19.87976 0.08 0.11 0.77
H -11.12838 -3.04473 18.06289 0.30 0.05 0.41
H -15.23315 -1.92131 18.95221 0.14 -0.08 -0.08
C -7.97226 -6.66245 14.22563 0.98 -0.73 -0.47
C -8.78338 -6.62565 15.48529 -0.25 0.93 1.90
O -9.75428 -7.60895 15.58620 -0.28 -0.56 -0.67
O -8.71551 -6.67265 13.05847 -0.88 -0.24 -0.19
H -7.34325 -7.55262 14.23251 0.07 0.01 -0.08
H -7.36894 -5.76302 14.10268 0.60 0.16 1.04
H -9.23386 -5.64277 15.62356 -0.53 0.64 -0.63
H -8.19937 -6.64752 16.40537 0.93 -0.24 -0.16
H -9.96739 -7.73132 16.51421 -0.07 -0.16 0.05
H -9.22940 -5.87037 13.17624 -0.68 0.41 -0.65
```
Positions in Å, forces in eV/Å.

Properties
ΔE to the lowest compared entry with this formula, charge and spin = 8.885 eV
frontier orbital gap = 0.080 Eh
charge = +1
largest force on an atom = 4.30 eV/Å

natural (NBO) population analysis, charges in e, atoms 1 to 5:
1. Be 0.88
2. N 0.74
3. O -0.50
4. O -0.53
5. O -0.44

=====

[5]
The following is a DFT calculation (the ωB97M-V functional and the def2-TZVPD basis) of a single C22H25Br2N3O3 molecule.

```
55
Properties=species:S:1:pos:R:3:forces:R:3
O -0.30696 -0.32741 -1.35950 0.01 0.12 -0.08
C -0.29293 -1.06260 -0.38873 0.16 -0.37 -0.13
C 0.56813 -2.33827 -0.40141 0.06 0.14 -0.22
N 1.28691 -2.38118 -1.64925 -0.22 -0.11 0.63
C 2.42889 -1.63327 -1.85440 0.11 -0.20 -0.42
O 3.00028 -1.01891 -0.99539 0.09 0.21 0.21
C 2.80967 -1.77236 -3.31544 0.30 0.13 0.10
C 2.68620 -0.43471 -4.06161 0.23 0.09 0.18
C 1.16899 -0.31928 -4.24180 -0.09 0.12 0.03
C 1.02971 -1.67398 -4.93996 -0.30 -0.02 -0.16
C 2.00430 -1.51605 -6.10869 -0.18 -0.25 -0.28
Br 1.12272 -0.63640 -7.63070 0.15 -0.12 0.15
C 3.11605 -0.63224 -5.52006 0.28 0.19 -0.02
Br 4.89231 -1.43379 -5.73487 -0.13 0.11 -0.06
C 1.70025 -2.63054 -3.93528 -0.11 -0.14 -0.18
C 0.76778 -2.96384 -2.78513 0.36 -0.01 -0.26
O -0.23373 -3.62526 -2.81700 -0.30 -0.09 -0.02
N -1.02565 -0.83795 0.71114 -0.32 0.17 0.17
C -0.98082 -1.57249 1.95284 0.30 -0.08 0.34
C -0.32687 -0.70503 3.03297 -0.16 -0.25 -0.03
N -1.09664 0.51256 3.18858 0.12 -0.02 0.05
C -0.63861 1.32869 4.30107 0.01 -0.10 0.02
C -1.62034 2.43013 4.59789 0.06 0.09 0.06
C -2.97470 2.13436 4.69864 0.03 0.01 0.03
C -3.89143 3.13134 4.97516 -0.07 -0.04 0.01
C -3.46416 4.43616 5.16067 -0.02 0.11 0.02
C -2.11726 4.73777 5.06398 -0.03 0.12 0.04
C -1.20039 3.73967 4.78016 0.02 -0.12 0.00
C -1.11046 1.25657 1.94108 -0.26 -0.06 -0.20
C -1.75557 0.40812 0.84817 0.05 0.46 -0.13
H 1.29952 -2.31553 0.40966 -0.12 -0.06 -0.03
H -0.06380 -3.22751 -0.34370 0.09 0.08 0.08
H 3.81548 -2.19153 -3.38377 -0.12 0.03 0.04
H 3.19251 0.38730 -3.55987 0.01 -0.01 -0.04
H 0.62527 -0.25145 -3.30129 0.02 0.00 0.00
H 0.87642 0.51368 -4.88002 0.00 0.00 -0.04
H 0.02728 -1.98254 -5.22897 0.06 -0.02 -0.03
H 2.36887 -2.46436 -6.50394 -0.05 0.17 0.02
H 3.18603 0.32825 -6.03242 -0.01 -0.20 0.08
H 2.03662 -3.55438 -4.41030 -0.02 0.03 0.07
H -0.44408 -2.51167 1.84124 -0.03 0.00 -0.03
H -2.01151 -1.78768 2.25440 0.10 -0.08 0.01
H -0.32690 -1.24668 3.98164 0.04 0.01 -0.01
H 0.72148 -0.49786 2.74751 -0.04 -0.03 0.03
H -0.56306 0.67662 5.17812 0.09 0.02 -0.06
H 0.36194 1.75565 4.11082 -0.05 -0.03 0.05
H -3.29813 1.11550 4.54909 -0.05 -0.11 -0.03
H -4.94214 2.89176 5.04926 -0.08 -0.02 0.01
H -4.17944 5.21520 5.37899 -0.06 0.06 0.01
H -1.77819 5.75341 5.20592 0.02 0.08 0.01
H -0.14969 3.98136 4.70145 0.11 0.01 -0.03
H -1.69094 2.16912 2.08690 0.05 0.00 -0.07
H -0.08860 1.53622 1.62630 -0.04 0.01 0.02
H -1.73057 0.92645 -0.11035 -0.05 -0.07 0.12
H -2.79006 0.18088 1.12018 0.02 0.04 -0.01
```
Positions in Å, forces in eV/Å.

Properties
SMILES = O=C(CN1C(=O)[C@@H]2[C@@H]3C[C@@H]([C@@H](Br)[C@@H]3Br)[C@@H]2C1=O)N1CCN(Cc2ccccc2)CC1
frontier orbital gap = 0.357 Eh
charge = 0
largest force on an atom = 0.68 eV/Å

natural (NBO) population analysis, charges in e, atoms 1 to 5:
1. O -0.65
2. C 0.70
3. C -0.33
4. N -0.47
5. C 0.73

=====

[6]
The following is a DFT calculation (the ωB97M-V functional and the def2-TZVPD basis) of a 2-piece molecular cluster, ClFHP3 overall.

```
6
Properties=species:S:1:pos:R:3:forces:R:3
F -1.22509 -1.77016 -1.65614 -1.23 -0.23 -0.62
P 0.05167 -1.88222 -0.72555 1.37 1.41 0.34
P 1.52561 -0.97711 -2.08987 -0.17 0.26 0.49
P 0.68277 0.31326 -0.77177 0.06 -1.48 -0.30
Cl -0.23260 2.15489 1.97646 -1.23 0.04 2.80
H -0.80236 2.16135 3.26687 1.20 0.00 -2.72
```
Positions in Å, forces in eV/Å.

Properties
SMILES = FP1#P=P1.Cl
ΔE to the lowest compared entry with this formula, charge and spin = 0.690 eV
frontier orbital gap = 0.295 Eh
charge = 0
largest force on an atom = 3.06 eV/Å

natural (NBO) population analysis, charges in e, atoms 1 to 5:
1. F -0.60
2. P 0.62
3. P -0.02
4. P 0.00
5. Cl -0.30